## a
The following is a DFT calculation (ωB97M-V with the def2-TZVPD basis set) of the ion C4H10N3O2 with charge +1.

Output
highest occupied orbital energy	-13.663	eV
SMILES	C[NH2+]/C(N)=C(\C)[N+](=O)[O-]
net charge	+1
HOMO-LUMO gap	9.506	eV

Bonds (Å) are listed after each position.
Positions of all 19 atoms, in Å:
1 C -2.06954 0.10439 -0.87891  N2 1.529, H10 1.046, H11 1.112, H12 1.072
2 N -0.60841 0.24615 -1.30771  C1 1.529, C3 1.447, H13 0.946, H14 1.120
3 C 0.22733 0.64981 -0.19750  N2 1.447, N4 1.378, C5 1.375
4 N 0.15662 1.99566 0.09017  C3 1.378, H15 1.003, H16 1.011
5 C 0.79657 -0.34453 0.56308  C3 1.375, C6 1.463, N7 1.533
6 C 0.72390 -1.79957 0.42760  C5 1.463, H17 1.158, H18 1.172, H19 1.163
7 N 1.67736 0.05698 1.75237  C5 1.533, O8 1.203, O9 1.211
8 O 1.98927 1.21577 1.83025  N7 1.203
9 O 1.98934 -0.86745 2.46952  N7 1.211
10 H -2.37972 -0.71470 -1.45128  C1 1.046
11 H -2.29203 -0.03057 0.20241  C1 1.112
12 H -2.68549 0.95865 -1.08048  C1 1.072
13 H -0.26575 -0.53116 -1.72335  N2 0.946
14 H -0.58888 1.03262 -2.10463  N2 1.120
15 H 0.79073 2.29677 0.80717  N4 1.003
16 H 0.34039 2.61527 -0.68720  N4 1.011
17 H 1.18208 -2.26072 -0.53030  C6 1.158
18 H 1.36112 -2.40851 1.19988  C6 1.172
19 H -0.34491 -2.21485 0.61891  C6 1.163

Here are the Mulliken charges for atoms 1 to 5, given in e:
1. C -0.8466
2. N -0.0121
3. C 0.3119
4. N -0.5237
5. C -0.0210

---

## b
The following is a DFT calculation (ωB97M-V with the def2-TZVPD basis set) of a cluster of 2 separate species, C4H10N3O2 in total.

Output
highest occupied orbital energy (spin up / spin down)	-13.084 / -13.840	eV
net charge	+1
HOMO-LUMO gap (spin up / spin down)	7.138 / 8.572	eV

Bonds (Å) are listed after each position.
Positions of all 19 atoms, in Å:
1 C -2.28783 0.60429 -0.04664  C2 1.383, N6 1.329, H10 1.080
2 C -1.32260 -0.37920 0.06996  C1 1.383, N5 1.287
3 C 1.24794 1.48951 0.70557  N7 1.394, H11 1.101, H12 1.090, H13 1.097
4 C 1.79459 -0.36325 -0.69496  N7 1.394, H14 1.100, H15 1.091, H16 1.103
5 N -1.39459 -1.66274 0.12998  C2 1.287, H17 1.022, H18 1.012
6 N -3.60097 0.42035 -0.14342  C1 1.329, O8 1.374, O9 1.198
7 N 1.01889 0.77272 -0.46755  C3 1.394, C4 1.394
8 O -4.02638 -0.88553 -0.09411  N6 1.374, H19 0.978
9 O -4.43546 1.26883 -0.28122  N6 1.198
10 H -1.98735 1.64009 -0.10615  C1 1.080
11 H 1.97188 2.27764 0.44794  C3 1.101
12 H 0.34884 2.02971 1.00186  C3 1.090
13 H 1.66512 0.91483 1.54138  C3 1.097
14 H 2.06156 -0.93779 0.20408  C4 1.100
15 H 1.33516 -0.98528 -1.46464  C4 1.091
16 H 2.74710 -0.01119 -1.12476  C4 1.103
17 H -2.27890 -2.17497 0.12438  N5 1.022
18 H -0.55146 -2.21936 0.18418  N5 1.012
19 H -4.99920 -0.91022 -0.18675  O8 0.978

Here are the Mulliken charges for atoms 1 to 5, given in e:
1. C -0.5783
2. C 0.4895
3. C -0.7172
4. C -0.8452
5. N -0.2731

---

Relative energies with respect to the most stable structure, expressed in hartree: a 0.0000; b 0.1002.